(1)
Molecular formula: C45H55N4PPdS
Method: DFT, ωB97M-V/def2-TZVPD

Geometry as XYZ:
```
107
Properties=species:S:1:pos:R:3:forces:R:3
Pd 0.392454 -0.640685 0.558886 -0.131 0.016 -0.015
S -0.497295 -2.501754 1.725132 0.178 -0.049 -0.072
C 0.538379 -2.399105 3.124923 0.161 0.403 -0.150
N 0.545847 -3.334247 4.001217 -0.155 -0.218 0.279
N 1.216439 -3.188254 5.174768 0.314 0.161 -0.149
C 1.194104 -2.061941 6.024760 -0.175 0.118 -0.014
C 2.189021 -1.945707 6.988453 0.022 0.023 -0.002
C 2.176508 -0.883076 7.883203 0.035 -0.046 -0.012
C 1.180444 0.077643 7.821455 -0.026 0.022 0.009
C 0.184068 -0.043355 6.858417 -0.045 0.012 0.025
C 0.180342 -1.102040 5.967113 0.060 -0.062 0.045
N 1.403685 -1.295179 3.334810 -0.044 -0.071 0.044
N 1.552489 -0.481129 2.411474 -0.072 -0.046 -0.185
C 2.470144 0.571939 2.771052 -0.119 -0.073 0.007
C 2.392864 1.152255 4.032205 0.017 0.082 -0.062
C 3.285991 2.161036 4.359108 -0.047 -0.024 0.010
C 4.249314 2.568067 3.445020 0.043 0.020 -0.016
C 4.325798 1.963283 2.197288 -0.027 -0.006 0.005
C 3.425894 0.966366 1.852518 0.066 -0.001 0.025
H 1.302810 -4.066017 5.649700 -0.114 -0.168 0.054
H 2.987053 -2.679067 7.018181 -0.036 0.020 0.000
H 2.963736 -0.804103 8.622872 -0.016 -0.001 -0.011
H 1.174294 0.909676 8.514683 0.004 -0.032 -0.031
H -0.608329 0.694117 6.806196 0.015 -0.015 -0.005
H -0.604133 -1.183411 5.224962 0.013 -0.016 0.014
H 1.638565 0.824304 4.736951 0.055 -0.016 -0.057
H 3.226728 2.626868 5.335084 0.011 -0.003 -0.026
H 4.943880 3.356697 3.707868 -0.018 -0.025 -0.011
H 5.083059 2.263981 1.484056 -0.015 0.008 0.023
H 3.487807 0.473114 0.894880 -0.039 0.002 -0.087
C 0.214079 6.343614 -0.903214 0.006 0.013 0.034
C 0.482091 5.393453 -1.880328 -0.002 -0.035 -0.017
C 0.550271 4.048903 -1.549585 -0.096 0.066 -0.116
C 0.353170 3.620056 -0.237264 0.020 0.086 0.064
C 0.065272 4.585862 0.730505 0.010 -0.050 -0.016
C 0.006046 5.932931 0.406681 0.000 0.024 -0.009
C 0.343160 2.194266 0.155628 -0.066 -0.065 -0.003
C 1.013051 1.121579 -0.291724 0.105 -0.034 0.058
C 2.190487 1.158103 -1.194446 0.071 -0.100 0.032
C 3.002748 2.291372 -1.338851 0.131 -0.028 0.082
C 4.142955 2.262170 -2.125696 -0.013 0.000 0.016
C 4.520122 1.097033 -2.784246 0.006 0.006 -0.008
C 3.753995 -0.046591 -2.621791 -0.018 -0.005 -0.007
C 2.617219 -0.012561 -1.826622 0.017 0.137 -0.030
H 0.162056 7.394008 -1.162229 -0.001 -0.027 0.008
H 0.634478 5.699546 -2.909233 -0.004 -0.005 0.042
H 0.766411 3.317829 -2.319371 -0.041 0.024 0.023
H -0.109993 4.266391 1.752567 0.007 0.013 -0.024
H -0.209053 6.662809 1.178584 0.007 -0.024 -0.035
H -0.383626 1.997546 0.939431 -0.146 0.041 0.041
H 2.755016 3.199674 -0.806118 0.058 -0.074 -0.026
H 4.750023 3.155256 -2.214807 -0.005 -0.010 -0.003
H 5.413134 1.077644 -3.396994 -0.022 0.005 0.018
H 4.046754 -0.973620 -3.101244 -0.004 0.024 0.012
H 2.046254 -0.913417 -1.667980 -0.082 -0.128 0.014
C -1.947617 1.287201 -4.961383 -0.020 -0.028 0.018
C -0.753883 0.315777 -5.029048 0.012 0.028 -0.019
C -0.230170 -0.031891 -3.628080 0.007 0.003 -0.001
C -1.409350 -0.108309 -2.657573 0.025 0.006 -0.026
C -1.993385 1.301118 -2.438250 0.028 0.055 0.138
C -1.852373 2.155228 -3.710287 -0.009 0.015 -0.003
P -1.111289 -1.078272 -1.126280 0.188 0.075 0.039
C -2.747921 -1.120482 -0.285408 -0.057 0.003 -0.018
C -3.042140 0.111983 0.575590 -0.036 0.069 0.021
C -4.091727 -0.260549 1.635361 0.000 0.018 0.002
C -5.103398 -1.288260 1.096037 0.016 -0.021 0.014
C -5.280270 -1.118067 -0.409612 0.012 0.017 -0.006
C -3.974162 -1.460614 -1.151916 0.000 0.060 -0.050
C -0.884187 -2.833592 -1.690360 0.024 0.029 -0.079
C 0.589188 -3.242341 -1.850246 -0.054 0.055 -0.063
C 0.655783 -4.704845 -2.274662 -0.009 -0.026 -0.010
C 0.090056 -4.896773 -3.694759 0.008 -0.008 -0.005
C -0.873271 -3.767946 -4.080044 0.022 0.038 -0.032
C -1.731238 -3.323485 -2.897792 -0.084 -0.002 0.035
H -2.889531 0.728736 -4.934436 0.019 -0.006 -0.003
H -1.986757 1.902101 -5.861696 0.009 0.006 0.004
H 0.058877 0.756317 -5.612215 -0.026 0.007 0.004
H -1.050840 -0.599236 -5.550373 0.003 0.008 0.014
H 0.461390 0.734132 -3.279908 0.058 0.043 0.025
H 0.342129 -0.959732 -3.662435 -0.022 0.002 0.010
H -2.184990 -0.696613 -3.157261 0.032 0.006 -0.020
H -1.507672 1.797548 -1.590573 -0.039 -0.059 -0.140
H -3.053928 1.211422 -2.187829 0.026 -0.008 -0.004
H -0.891509 2.674225 -3.715747 0.021 0.007 0.031
H -2.617142 2.934113 -3.709277 0.010 -0.006 -0.016
H -2.596527 -1.938970 0.422311 -0.021 -0.080 0.019
H -3.414300 0.923529 -0.054499 0.014 -0.017 0.012
H -2.134140 0.483422 1.055499 -0.009 -0.058 0.015
H -4.612837 0.645091 1.956669 -0.005 -0.018 -0.006
H -3.588373 -0.667866 2.515417 0.000 -0.003 -0.022
H -6.057042 -1.189808 1.617063 -0.003 0.016 -0.018
H -4.750047 -2.304588 1.299063 -0.002 0.026 -0.002
H -5.564435 -0.081993 -0.618703 0.007 -0.006 0.004
H -6.092949 -1.740405 -0.788271 0.006 -0.012 0.015
H -3.949632 -0.913088 -2.099210 -0.021 -0.044 0.042
H -3.958154 -2.523985 -1.401727 -0.010 0.008 0.019
H -1.224250 -3.369942 -0.801392 -0.045 -0.049 0.096
H 1.099842 -3.089932 -0.902111 0.060 0.023 0.120
H 1.098369 -2.624800 -2.595695 -0.001 0.004 0.002
H 0.081405 -5.292736 -1.551899 -0.001 0.001 -0.020
H 1.681877 -5.072056 -2.218805 -0.007 0.008 -0.011
H -0.422983 -5.859415 -3.761897 -0.006 0.020 0.014
H 0.904953 -4.934362 -4.421581 -0.005 0.004 0.010
H -1.521995 -4.089661 -4.897661 0.010 -0.001 0.000
H -0.310742 -2.911177 -4.465094 -0.015 -0.030 0.042
H -2.342376 -4.171129 -2.571945 0.032 0.000 0.000
H -2.442412 -2.569155 -3.233956 0.004 -0.046 0.020
```
Forces are in eV/Å.

As for the gap between HOMO and LUMO (spin up / spin down): 6.591 / 6.593 eV. For the electronic energy, the calculation gives -77121.6558 eV.

Atom charges from the Mulliken analysis, given in e for atoms 1 to 99:
1. Pd -1.3217
2. S -0.4779
3. C 0.5118
4. N -0.6806
5. N -0.1064
6. C 0.6714
7. C -0.3763
8. C -0.4564
9. C -0.5796
10. C -0.5082
11. C -0.5617
12. N -0.2001
13. N 0.1377
14. C 0.0644
15. C -0.0782
16. C -0.6410
17. C -0.6513
18. C -0.6329
19. C -0.2499
20. H 0.2367
21. H 0.4158
22. H 0.3719
23. H 0.4036
24. H 0.3838
25. H 0.5364
26. H 0.3169
27. H 0.4488
28. H 0.3973
29. H 0.4463
30. H 0.4464
31. C -0.5896
32. C -1.3698
33. C 0.6631
34. C 0.1663
35. C -0.5178
36. C -0.6540
37. C -0.7613
38. C 0.6320
39. C 0.6190
40. C -0.0376
41. C -1.0470
42. C -0.8258
43. C -0.7299
44. C -0.0995
45. H 0.3930
46. H 0.4358
47. H 0.7891
48. H 0.4676
49. H 0.4017
50. H -0.0278
51. H 0.7080
52. H 0.4582
53. H 0.3937
54. H 0.4762
55. H 0.4215
56. C -0.9850
57. C -1.0678
58. C 0.0004
59. C 0.1233
60. C -0.2659
61. C -0.5119
62. P -0.1199
63. C 0.1214
64. C -0.1157
65. C -0.7990
66. C -0.7304
67. C -0.8772
68. C -0.4824
69. C 0.7531
70. C -0.4520
71. C -1.0397
72. C -0.8866
73. C -0.7891
74. C -1.0596
75. H 0.2898
76. H 0.5568
77. H 0.5523
78. H 0.2829
79. H -0.1254
80. H -0.1898
81. H 1.1076
82. H -0.1467
83. H 0.2237
84. H 0.0291
85. H 0.5838
86. H 0.7104
87. H 0.2678
88. H -0.6134
89. H 0.4788
90. H 0.1814
91. H 0.4820
92. H 0.2791
93. H 0.3139
94. H 0.5320
95. H -0.0947
96. H 0.3424
97. H 1.1473
98. H 0.2064
99. H 0.0891



(2)
Molecular formula: C2H2NaO2P
Method: DFT, ωB97M-V/def2-TZVPD

Geometry as XYZ:
```
8
Properties=species:S:1:pos:R:3:forces:R:3
P 1.433200 1.525171 -0.311809 -5.036 -3.338 -0.732
O 0.482621 0.996326 -1.449698 2.978 2.671 0.812
C -0.052512 -1.215810 0.296806 -2.071 0.017 2.422
H 0.688572 -1.665872 0.978812 0.881 0.681 -0.927
H -0.726508 -2.030727 0.016481 -0.322 0.454 -0.129
C -0.565863 0.033194 0.627483 0.984 -1.478 -2.005
O 0.576184 0.856618 0.938567 1.936 1.660 0.179
Na -1.835691 1.501103 -1.096643 0.650 -0.668 0.380
```
Forces are in eV/Å.

As for the gap between HOMO and LUMO (spin up / spin down): 6.277 / 6.277 eV. For the electronic energy, the calculation gives -19904.1562 eV.

And the Mulliken charges, in e, turn out to be:
1. P 0.4673
2. O -0.5653
3. C -0.6348
4. H 0.2603
5. H 0.2326
6. C -0.3620
7. O -0.2108
8. Na 0.8126



(3)
Molecular formula: C6HO6Os
Method: DFT, ωB97M-V/def2-TZVPD

Geometry as XYZ:
```
14
Properties=species:S:1:pos:R:3:forces:R:3
O -4.871414 1.906738 -0.841835 4.494 -1.710 0.794
C -3.811295 1.502216 -0.654721 -3.266 1.285 -0.567
Os 0.836952 -0.133369 0.195927 0.053 1.669 0.306
O -1.667868 -1.585897 -0.978487 2.405 0.477 0.837
C -0.811264 -0.947062 -0.533914 -5.435 -0.273 -1.641
C 2.589606 0.591388 0.920019 6.098 3.208 2.745
O 3.579752 1.015096 1.332943 -4.392 -2.020 -1.880
C 0.118161 -0.230337 2.028524 -3.460 0.322 7.610
O -0.298341 -0.316212 3.105916 2.008 0.215 -4.946
C 1.208747 0.729184 -1.538198 0.985 4.207 -6.930
O 1.436299 1.209480 -2.565683 -0.908 -2.323 4.569
H -2.229725 0.925677 -0.369295 -1.135 0.072 -0.315
O 2.227661 -2.845999 -0.106595 -2.467 4.734 0.516
C 1.692728 -1.820903 0.005399 5.022 -9.863 -1.099
```
Forces are in eV/Å.

Its total charge is +3. As for the gap between HOMO and LUMO (spin up / spin down): 5.736 / 6.006 eV. Its multiplicity is 5. For the electronic energy, the calculation gives -20945.3649 eV.

And the Mulliken charges, in e, turn out to be:
1. O 0.0034
2. C 0.3479
3. Os 1.4196
4. O -0.0630
5. C -0.0445
6. C 0.2767
7. O -0.0021
8. C 0.3516
9. O -0.0174
10. C 0.3463
11. O -0.0149
12. H 0.0593
13. O 0.0070
14. C 0.3302